Entry 1:
The following is a quantum chemistry calculation of a molecular structure, C9H16CdFNO3Si in a non-equilibrium geometry, from the Open Molecules 2025 dataset.

The calculation puts the LUMO energy at -11.43 eV. Its HOMO energy is -17.48 eV. As for the multiplicity: 1. The HOMO-LUMO gap comes out at 6.05 eV. Its net charge is +2.

Element x y z (Å)
1 C -2.45806 -0.46306 3.06135
2 C -1.89943 0.50090 1.99395
3 C -1.99177 -0.04752 0.56645
4 C -1.22612 0.79944 -0.47061
5 C -1.62142 0.46764 -1.92984
6 Si 0.61328 0.62330 -0.36184
7 C 1.71905 2.09313 -0.76884
8 C 3.15467 1.66613 -0.64278
9 O 3.61381 0.94308 0.25707
10 C 1.28282 -0.78703 -1.46278
11 O 1.80836 -0.51684 -2.50297
12 N 1.21971 -2.06869 -0.82342
13 C 2.26638 -3.02973 -1.05512
14 O 2.78933 -3.58277 -0.18164
15 F 2.59057 -3.13469 -2.31580
16 H -1.79938 -0.54096 3.93063
17 H -3.42379 -0.11233 3.43252
18 H -2.63265 -1.45974 2.64568
19 H -0.85045 0.73844 2.23882
20 H -2.42956 1.46036 2.03939
21 H -3.04964 -0.05920 0.27170
22 H -1.65666 -1.09641 0.54482
23 H -1.48313 1.85151 -0.27594
24 H -0.94570 0.88975 -2.68176
25 H -2.60176 0.92265 -2.11022
26 H -1.72883 -0.60933 -2.08605
27 H 1.03959 0.22510 1.11217
28 H 1.50641 2.43603 -1.78411
29 H 1.51266 2.90179 -0.05350
30 H 3.86477 1.97318 -1.42483
31 H 0.29850 -2.50695 -0.84126
32 Cd 2.51844 -0.47719 1.67877

Force components x, y, z for each atom (eV/Å):
-0.235 0.170 -0.081
0.047 -0.029 0.113
-0.121 0.047 0.122
-0.492 0.140 0.472
-0.127 0.190 0.026
-0.921 0.803 -1.348
0.442 -0.612 0.575
0.081 -0.129 -0.034
-0.408 -0.082 -0.068
-0.201 -0.009 0.102
0.271 -0.161 0.309
0.324 -0.067 -0.179
-0.852 1.035 -1.587
1.088 -0.998 1.685
0.005 -0.157 -0.152
-0.087 -0.051 -0.150
0.112 -0.057 -0.052
0.152 0.046 0.114
-0.063 0.006 -0.084
0.153 -0.137 -0.027
0.189 -0.100 -0.035
-0.038 0.112 -0.049
0.235 -0.095 -0.020
-0.035 -0.131 0.035
0.134 -0.137 0.002
0.146 0.087 -0.029
-0.806 0.047 0.399
0.059 0.095 0.087
0.075 0.024 -0.124
-0.036 0.074 0.192
-0.037 0.160 0.345
0.945 -0.080 -0.560

Entry 2:
The following is a quantum chemistry calculation of 2 unconnected molecules or ions with the total composition C9H16ClNO3S in a non-equilibrium geometry, from the Open Molecules 2025 dataset.

The calculation puts the LUMO energy at 0.56 eV. Its HOMO energy is -9.60 eV. As for the multiplicity: 1. As for the SMILES: C[C@@H]1CNC(=O)[C@@H]1Cl.O=S1(=O)CCCC1. The HOMO-LUMO gap comes out at 10.16 eV.

Element x y z (Å)
1 C -0.80013 2.17118 -0.01574
2 C 0.14336 2.70499 1.16212
3 C 1.54869 1.89680 1.34969
4 N 1.73649 1.87620 2.85872
5 C 0.34711 1.62033 3.36735
6 O 0.05517 0.73524 4.17826
7 C -0.51979 2.75924 2.65253
8 Cl -2.34432 2.70371 2.74581
9 H -1.65141 1.49832 0.33021
10 H -0.10952 1.59963 -0.75088
11 H -1.28588 3.04679 -0.56718
12 H 0.52334 3.76696 1.01438
13 H 1.42278 0.83771 0.94984
14 H 2.47997 2.45875 0.98161
15 H 1.79617 2.88906 3.08107
16 H -0.16334 3.75326 3.10182
17 C 0.15143 -3.66504 -1.71313
18 C -1.25089 -3.14923 -2.04250
19 C -1.35986 -1.72801 -1.48563
20 S 0.30150 -1.06299 -1.48453
21 O 0.70944 -0.84549 -0.11570
22 O 0.40281 -0.03173 -2.49248
23 C 1.10521 -2.53739 -2.08706
24 H 0.38365 -4.58300 -2.25626
25 H 0.22448 -3.87782 -0.64189
26 H -1.38592 -3.13059 -3.12861
27 H -2.02707 -3.79530 -1.62729
28 H -1.99976 -1.10054 -2.10640
29 H -1.72397 -1.72779 -0.45693
30 H 2.08927 -2.63761 -1.63021
31 H 1.20099 -2.44565 -3.17102

Force components x, y, z for each atom (eV/Å):
0.790 0.338 -0.379
0.286 0.634 -0.057
-0.788 0.144 0.703
-1.721 0.047 -0.070
-0.194 -1.287 1.797
0.599 2.987 -2.837
1.268 -0.222 -0.479
1.550 -0.128 0.006
1.341 0.764 -0.236
-1.417 1.052 1.138
0.704 -1.204 0.748
-1.007 -1.158 -0.405
0.590 1.538 0.578
-1.673 -1.010 -0.063
0.595 -0.676 0.027
-0.919 -1.536 -0.360
-0.043 -0.112 0.128
-0.082 -0.162 -0.147
-0.560 -0.196 0.019
0.009 -0.163 -0.442
-0.010 0.078 -0.256
0.133 0.047 0.455
0.194 -0.455 -0.070
0.004 0.078 0.058
0.046 0.010 -0.084
0.019 0.006 0.088
0.053 0.085 -0.042
0.159 0.117 0.146
0.137 0.092 -0.048
-0.055 0.197 -0.006
-0.009 0.095 0.091

Entry 3:
The following is a quantum chemistry calculation of a molecular structure, C9H16I2N2 in a non-equilibrium geometry, from the Open Molecules 2025 dataset.

The calculation puts the LUMO energy (spin up / spin down) at -0.15 / -2.68 eV. Its HOMO energy (spin up / spin down) is -4.97 / -8.18 eV. As for the multiplicity: 3. The HOMO-LUMO gap (spin up / spin down) comes out at 4.82 / 5.50 eV.

Element x y z (Å)
1 C 0.56857 -1.01774 2.18193
2 C -0.17164 0.05816 1.91122
3 C -0.87764 0.21683 0.60425
4 C -0.07051 0.32298 -0.52540
5 C -0.58904 0.24026 -1.96345
6 C 2.47739 -0.99624 -1.84744
7 C -3.07370 0.14446 1.96566
8 C 2.09623 0.43526 -1.61101
9 C -2.37071 0.12090 0.61900
10 N 2.08086 0.88459 0.63407
11 N 1.23773 0.71618 -0.53870
12 I -3.28341 1.93852 -0.36769
13 I -3.06539 -1.80152 -0.38936
14 H 1.33511 -0.96482 2.95605
15 H 0.48625 -1.94272 1.58705
16 H -0.16962 0.90467 2.56797
17 H -0.27227 -0.59524 -2.67338
18 H -1.74412 0.13322 -1.88335
19 H -0.47272 1.05569 -2.73695
20 H 1.65298 -1.84542 -1.92695
21 H 2.74804 -0.91232 -2.89535
22 H 3.30416 -1.25379 -1.05876
23 H -4.09124 0.21315 1.78726
24 H -2.89175 1.17640 2.47393
25 H -2.85135 -0.72907 2.67406
26 H 2.98366 0.96506 -1.28636
27 H 1.45536 0.86190 -2.46152
28 H 1.86633 -0.02288 1.10006
29 H 1.70242 1.69352 1.10316

Force components x, y, z for each atom (eV/Å):
-0.232 -0.407 0.139
-0.028 -0.961 -0.822
-2.361 -0.171 1.867
1.426 0.771 -3.330
-3.276 -0.817 -1.608
-0.305 -2.108 0.605
2.380 1.110 1.992
-1.769 1.122 -2.129
1.804 2.884 0.647
-1.027 -1.187 -1.027
-0.469 -0.518 3.176
0.450 -0.296 0.020
-0.508 -2.375 -0.997
-0.593 -0.387 0.314
0.226 0.636 0.141
0.034 0.472 0.296
-0.137 0.312 1.788
2.111 0.011 -0.282
0.238 0.183 1.663
1.355 2.032 0.834
1.257 -0.639 0.008
-1.377 -0.028 -1.972
-2.129 -0.473 -0.366
0.140 -1.825 -0.374
-0.112 1.249 -1.134
0.207 0.387 -1.139
2.077 -0.464 0.438
0.716 1.684 0.484
-0.098 -0.197 0.765

Entry 4:
The following is a quantum chemistry calculation of 2 unconnected molecules or ions with the total composition C9H16N in a non-equilibrium geometry, from the Open Molecules 2025 dataset.

The relative energy (zero: lowest compared OMol25 entry of this formula, charge and spin) is 268.1 kJ/mol. The calculation puts the LUMO energy at -3.32 eV. Its HOMO energy is -12.40 eV. As for the multiplicity: 1. The HOMO-LUMO gap comes out at 9.07 eV. Its net charge is +1.

Element x y z (Å)
1 C 1.48185 0.21608 2.62781
2 C 0.75666 0.86251 0.28055
3 C 1.20196 -0.05394 1.20328
4 C 1.11488 0.74056 -1.16171
5 C 1.57083 -0.49749 -1.52191
6 C 1.87027 -1.24283 0.66558
7 C 1.97138 -1.50738 -0.66010
8 H 0.41157 1.75690 0.82557
9 H 0.76995 1.46510 -1.75301
10 H 1.01595 1.04599 3.11808
11 H 2.58795 0.46560 2.82429
12 H 1.71059 -0.56445 -2.73834
13 H 2.31655 -1.75443 1.50605
14 H 2.39592 -2.56013 -0.93667
15 H 1.14218 -0.53187 3.36293
16 C -2.79740 -0.18429 -0.26904
17 C -2.92285 -0.07581 -1.79524
18 N -2.30619 1.17521 0.39964
19 H -3.81657 -0.14645 -0.06615
20 H -2.27845 -1.01458 0.06125
21 H -3.39265 -1.03451 -1.96185
22 H -2.04501 0.23049 -2.42350
23 H -2.00109 1.75513 -0.44366
24 H -3.04976 1.68528 0.93390
25 H -1.39157 0.84081 0.84268
26 H -3.71781 0.59017 -2.16445

Force components x, y, z for each atom (eV/Å):
0.913 0.325 2.239
0.991 0.732 -0.552
1.936 -1.710 -2.079
-1.149 -3.122 6.184
0.612 0.723 -5.458
-1.131 1.873 2.378
0.792 -2.416 0.256
0.075 0.307 -1.095
-0.763 2.591 -2.737
-0.679 1.195 -0.545
-1.452 -0.815 -0.533
-0.187 -0.386 3.264
0.175 -1.063 -0.548
-0.737 2.419 -0.022
0.584 -0.549 -0.678
-1.064 4.029 -2.022
0.359 0.688 -0.439
1.370 -1.160 -2.130
-1.652 -0.844 1.375
1.202 -1.282 0.956
0.596 -0.629 -1.026
-0.406 -1.112 0.775
-0.470 -0.580 1.676
1.229 -0.785 -0.182
-1.245 1.317 0.148
0.101 0.256 0.797

Entry 5:
The following is a quantum chemistry calculation of a molecular structure, C9H16N2 in a non-equilibrium geometry, from the Open Molecules 2025 dataset.

The relative energy (zero: lowest compared OMol25 entry of this formula, charge and spin) is 573.0 kJ/mol. The calculation puts the LUMO energy at -7.75 eV. Its HOMO energy is -16.26 eV. As for the multiplicity: 1. The HOMO-LUMO gap comes out at 8.52 eV. Its net charge is +2.

Element x y z (Å)
1 C -0.27552 0.52820 -2.30945
2 C -1.43083 0.48361 -2.61987
3 C 1.16455 -0.83141 1.55789
4 C 0.09192 1.24555 2.27527
5 C -0.18338 0.29787 0.06237
6 C 1.45540 0.50196 2.04673
7 C 0.83234 -0.80388 -0.04741
8 C 0.22185 1.39715 0.77558
9 C -2.86575 0.21157 -2.79950
10 N 1.76289 1.38041 0.88531
11 N 0.00226 -2.01899 -0.42550
12 H 0.71196 1.02703 -2.46383
13 H 1.95894 -1.53736 1.74694
14 H 0.26866 -1.29761 2.01498
15 H -0.61649 0.61760 2.82119
16 H 0.08994 2.12784 2.89921
17 H -1.28119 0.08706 0.17556
18 H 1.97638 0.58279 3.02154
19 H 1.65636 -0.87553 -0.73012
20 H -2.97208 -0.86360 -3.22097
21 H -3.21728 1.01475 -3.54292
22 H -3.32607 0.27042 -1.84020
23 H 2.01269 2.30862 1.08177
24 H 2.40852 1.04242 0.23218
25 H -0.48324 -2.30881 0.44026
26 H 0.42847 -2.94632 -0.78875
27 H -0.39131 -1.64132 -1.24825

Force components x, y, z for each atom (eV/Å):
3.322 1.598 -0.680
-2.403 -1.145 -0.026
0.147 -3.415 -2.337
0.034 0.244 0.912
-0.766 1.897 0.575
-0.898 2.219 3.546
-0.901 -1.218 2.308
-0.649 -1.682 -2.150
1.080 -0.404 -2.362
-1.533 -0.198 1.422
2.456 -2.575 1.139
-1.244 -0.939 0.315
0.481 -0.197 0.030
0.384 0.598 0.156
-0.382 -0.223 -1.038
0.678 0.616 -0.188
1.279 -0.211 -0.194
0.867 -0.213 -1.062
0.565 0.940 -0.203
-0.083 1.959 0.467
-0.026 -1.403 1.158
-0.787 0.265 0.530
0.776 1.706 0.925
0.917 -0.782 -1.681
-1.018 0.317 -1.141
0.165 1.864 0.889
-2.461 0.381 -1.310

Entry 6:
The following is a quantum chemistry calculation of a single C9H16N2O molecule in a non-equilibrium geometry, from the Open Molecules 2025 dataset.

The relative energy (zero: lowest compared OMol25 entry of this formula, charge and spin) is 512.9 kJ/mol. The calculation puts the LUMO energy at 1.02 eV. Its HOMO energy is -8.27 eV. As for the multiplicity: 1. As for the SMILES: C=NN1CCOC(C)(C)C12CC2. The HOMO-LUMO gap comes out at 9.29 eV.

Element x y z (Å)
1 C -3.55427 0.15138 -0.53952
2 C -0.13634 -2.11243 -0.06970
3 C -0.01716 -1.69338 1.36770
4 C -1.09330 1.44795 0.70624
5 C 0.28807 2.09987 0.36126
6 C 0.10588 -0.67445 0.26976
7 C 1.33960 0.11005 -0.14652
8 C 2.58261 -0.59791 0.31573
9 C 1.34389 0.34270 -1.64253
10 N -2.33061 -0.22487 -0.52246
11 N -1.17133 0.31211 -0.11714
12 O 1.34579 1.29261 0.63393
13 H -4.26012 -0.49277 -1.08630
14 H -3.92839 1.03776 0.07363
15 H 0.63485 -2.85338 -0.40644
16 H -1.23355 -2.35803 -0.46296
17 H -0.80043 -1.65596 1.96568
18 H 0.88049 -1.88803 1.79335
19 H -1.04837 1.22036 1.77890
20 H -1.96749 2.15089 0.54257
21 H 0.15161 2.34048 -0.67888
22 H 0.46377 2.96130 0.96892
23 H 2.31870 -0.87896 1.36752
24 H 3.42933 0.10809 0.09622
25 H 2.76673 -1.46795 -0.41930
26 H 2.02067 -0.25729 -2.19119
27 H 1.50714 1.50045 -1.96819
28 H 0.36222 0.07937 -1.99031

Force components x, y, z for each atom (eV/Å):
0.790 1.261 1.532
-1.936 -1.559 -0.916
0.852 1.371 -3.714
0.274 1.976 1.110
-2.640 0.761 0.504
-2.843 0.625 -2.439
0.337 -0.656 0.574
0.400 -0.899 -1.395
-0.760 3.342 -0.784
0.445 -1.635 -0.933
0.659 -2.337 0.725
0.996 -0.519 -0.196
0.339 0.394 0.461
0.296 -0.848 -1.083
-0.638 1.240 -0.011
2.608 0.674 0.916
-3.581 0.086 2.607
2.352 -0.847 1.522
-0.363 -0.222 0.129
1.115 -0.651 -0.050
0.555 0.472 -0.643
-0.216 0.899 0.161
1.556 0.188 -0.882
-0.635 -0.692 0.994
-0.303 0.852 1.649
1.000 -0.569 -0.261
-0.170 -2.815 0.930
-0.488 0.109 -0.507

The records above yield calculated total energy values of -32364.7956; -40580.8489; -28766.6641; -11073.6039; -12548.9739; -14615.4677 eV, respectively.